Record 1
Entry from the OMol25 dataset: 2 unconnected molecules or ions with the total composition C4H5N3 (ωB97M-V/def2-TZVPD).

Structure (XYZ):
```
12
Properties=species:S:1:pos:R:3:forces:R:3
N 2.732379 0.431959 -0.620259 0.192 -0.100 -0.144
C -0.165588 -0.530677 -0.573810 -0.505 -0.190 -0.046
C -1.363419 -0.951890 -0.693038 -0.102 0.137 0.232
N -2.556451 -0.982921 -0.297291 0.400 -0.017 -0.154
C -2.550274 -0.150942 0.801266 0.041 0.149 0.180
N -1.474301 0.478262 1.232771 -0.023 -0.164 -0.220
C -0.308216 0.309854 0.576890 0.007 0.104 0.118
H 3.013579 0.916980 -1.468558 -0.049 -0.024 0.124
H 3.563948 -0.035711 -0.272284 -0.053 0.048 -0.009
H 2.076891 -0.293868 -0.906156 0.090 0.170 0.070
H -3.500820 -0.031964 1.312494 0.192 0.007 -0.070
H 0.559819 0.852714 0.954519 -0.190 -0.121 -0.083
```
Positions in Å, forces in eV/Å.

Output
LUMO (eV): -0.154
Total energy (hartree): -319.557715
Frontier orbital gap (eV): 9.86
F_max (eV Å⁻¹): 0.5
SMILES string: C1=C=NC=NC=1.N
Energy above the lowest of the compared OMol25 structures with the same formula, charge and spin (kcal per mole): 96.9

natural (NBO) atomic charge list, values in e, 8 entries: N -1.09; C -0.30; C 0.44; N -0.45; C 0.24; N -0.45; C 0.08; H 0.36

Record 2
Entry from the OMol25 dataset: a molecular structure, C28H34F5GeO4S2Ti in a non-equilibrium geometry (ωB97M-V/def2-TZVPD).

Structure (XYZ):
```
75
Properties=species:S:1:pos:R:3:forces:R:3
Ti -0.494463 -0.577708 1.049133 1.526 -0.701 0.394
C -1.019384 -2.188518 5.225972 -0.070 0.073 -0.154
C 0.045160 -1.930399 4.168608 0.010 -0.271 0.138
C 0.448563 -3.230606 3.489108 -0.019 0.082 -0.039
C 1.232690 -1.204260 4.773465 -0.046 0.068 -0.054
O -0.551501 -1.045339 3.148636 -0.120 0.260 -0.197
Ge -2.355964 -0.581352 3.042475 0.003 -0.011 -0.077
O -2.110200 -1.520602 1.220568 -0.293 -0.129 0.140
C -3.184377 -1.906226 0.272440 -0.266 -0.106 -0.248
C -2.865318 -1.266759 -1.071142 0.054 0.000 0.104
C -4.501887 -1.385220 0.822726 0.164 0.046 0.138
C -3.176407 -3.422542 0.191002 0.074 0.050 0.066
O -1.368039 0.846952 1.763680 -0.246 0.270 0.072
C -1.104669 2.262600 2.107152 0.080 0.381 0.170
C -1.509558 3.088008 0.898326 -0.048 -0.182 -0.013
C -1.961938 2.597174 3.315540 -0.009 -0.162 -0.060
C 0.377588 2.399431 2.424516 -0.070 -0.163 -0.027
H -0.604468 -2.775681 6.043254 0.001 -0.012 0.008
H -1.862114 -2.753009 4.811215 0.007 -0.028 0.035
H -1.388321 -1.248630 5.647315 0.028 -0.020 0.060
H 0.778767 -3.951419 4.236610 0.005 0.000 0.005
H 1.271517 -3.068936 2.792756 -0.008 -0.003 -0.007
H -0.400362 -3.660566 2.952818 0.009 -0.023 0.006
H 1.750104 -1.869118 5.464921 -0.016 0.010 0.033
H 0.906512 -0.320959 5.325026 0.009 -0.002 0.002
H 1.940794 -0.900803 4.005085 0.009 -0.024 -0.009
H -2.841732 -0.177016 -0.987101 -0.003 -0.001 -0.030
H -3.632200 -1.533899 -1.797123 -0.012 0.006 -0.002
H -1.908927 -1.626378 -1.457764 -0.002 0.015 -0.008
H -4.466166 -0.301551 0.966329 -0.039 -0.002 -0.036
H -4.748385 -1.865635 1.772194 -0.037 0.000 -0.016
H -5.305303 -1.602269 0.121007 -0.007 -0.016 -0.011
H -2.257176 -3.789924 -0.264453 0.002 0.000 0.014
H -4.016674 -3.757189 -0.416730 -0.002 -0.008 -0.009
H -3.277406 -3.859485 1.184994 -0.030 -0.014 -0.012
H -2.571549 2.961170 0.685795 0.002 0.025 -0.002
H -0.939402 2.789241 0.018546 0.024 0.028 0.005
H -1.320449 4.141224 1.102027 -0.004 0.014 -0.007
H -3.021426 2.452333 3.095437 -0.005 0.046 0.014
H -1.812287 3.639022 3.594784 -0.004 0.012 0.009
H -1.683725 1.983689 4.177794 0.018 0.040 0.019
H 0.982915 2.011101 1.601093 0.020 0.074 -0.017
H 0.632313 1.857678 3.337097 0.022 -0.015 -0.018
H 0.631141 3.448960 2.567478 -0.004 0.007 0.020
F 3.053001 -5.430873 -2.126181 0.001 0.005 -0.005
C 2.815871 -4.375590 -1.372021 0.014 0.007 0.000
C 1.510254 -4.032504 -1.050540 -0.059 -0.015 0.003
F 0.482365 -4.742104 -1.497502 0.014 -0.014 0.018
C 1.311965 -2.928285 -0.255408 0.092 0.072 -0.004
F 0.025848 -2.582293 0.086706 -0.154 -0.035 -0.034
C 2.323379 -2.123957 0.228005 0.016 -0.051 -0.053
S 1.969799 -0.747827 1.239282 -0.566 0.148 -0.021
C 3.623010 -2.485224 -0.116444 -0.054 0.037 0.021
F 4.642844 -1.753772 0.311105 0.007 -0.028 -0.009
C 3.869301 -3.600517 -0.901640 0.021 -0.018 -0.013
F 5.109206 -3.929718 -1.214299 -0.008 0.010 0.000
C 1.714117 5.393147 -8.095950 -0.014 0.037 -0.081
C 2.034730 4.166940 -7.314360 0.237 0.013 0.155
O 1.914019 3.032667 -7.615273 -0.117 -0.013 -0.083
S 2.768364 4.667500 -5.628036 -0.252 -0.073 0.061
C 2.242306 3.469755 -4.514476 0.193 0.097 -0.198
C 1.774562 2.175021 -4.852770 -0.083 -0.147 0.069
C 1.319083 1.342249 -3.872488 0.079 0.032 -0.064
C 1.306089 1.760848 -2.515944 -0.094 0.038 0.128
C 1.861996 3.023965 -2.172051 0.034 0.064 -0.071
C 2.327400 3.851798 -3.146263 0.029 -0.055 0.086
C 0.728224 0.978210 -1.524244 0.010 -0.168 -0.125
C 0.205127 0.294355 -0.640934 0.057 0.373 -0.221
H 1.388818 5.108781 -9.093655 0.030 -0.013 0.002
H 2.592313 6.039103 -8.152537 0.008 -0.006 0.008
H 0.925932 5.951919 -7.589417 0.005 -0.004 0.018
H 1.785534 1.842474 -5.877358 -0.014 0.041 0.009
H 0.966257 0.352252 -4.126895 -0.057 0.012 0.026
H 1.917863 3.312539 -1.131355 -0.051 0.019 -0.006
H 2.754141 4.812558 -2.889665 -0.033 0.022 -0.017
```
Positions in Å, forces in eV/Å.

Output
LUMO (alpha / beta) (eV): -6.826 / -8.774
Charge: +2
Spin multiplicity: 2
Total energy (hartree): -5609.869742
Frontier orbital gap (alpha / beta) (eV): 6.54 / 4.34
F_max (eV Å⁻¹): 1.7
Energy above the lowest of the compared OMol25 structures with the same formula, charge and spin (kcal per mole): 5.6

Löwdin atomic charge list, values in e, 8 entries: Ti 0.88; C -0.06; C -0.64; C -0.01; C -0.02; O -0.46; Ge 1.28; O -0.44

Record 3
Entry from the OMol25 dataset: a molecular structure, C18H12F2LiNO2S in a non-equilibrium geometry (ωB97M-V/def2-TZVPD).

Structure (XYZ):
```
37
Properties=species:S:1:pos:R:3:forces:R:3
F -4.838423 1.064426 1.178123 1.185 -0.136 -0.872
C -3.709142 0.728765 0.458139 1.340 0.103 0.953
F -3.632979 1.561004 -0.636716 -0.380 -0.626 0.698
S -2.162111 1.133543 1.603863 -5.203 1.479 4.243
N -0.960725 0.918653 -0.106086 2.040 -2.130 -4.283
C -0.333084 2.139793 -0.397330 -1.015 -0.414 0.824
O -0.329612 3.144133 0.301025 0.287 -1.077 -1.125
C 0.396854 1.894833 -1.669401 1.427 0.605 -0.444
C 0.048933 0.648785 -2.152858 0.716 -0.452 -0.897
C 0.766386 0.039835 -3.184460 -0.138 0.657 0.258
C 1.896749 0.715634 -3.662057 0.104 0.050 -0.236
C 2.264094 1.957759 -3.143831 0.170 -0.197 -0.153
C 1.516859 2.561310 -2.128184 -0.259 0.141 -0.171
C -0.769330 0.007056 -1.101388 -0.873 1.660 1.746
O -1.078947 -1.217827 -1.069341 0.722 0.496 -0.447
H -3.781055 -0.327924 0.166451 0.041 0.412 -0.130
H 0.404334 -0.878473 -3.656545 0.161 0.093 -0.095
H 2.505858 0.257282 -4.437772 -0.112 0.148 0.057
H 3.163434 2.446366 -3.516988 -0.197 -0.158 0.085
H 1.823488 3.501942 -1.665982 -0.119 -0.260 -0.191
C -0.993093 -2.453635 2.815956 -1.645 0.719 -0.150
Li 0.492701 -1.858468 -1.922234 -0.321 0.012 0.745
C -1.906607 -1.427616 2.913911 1.154 -1.258 0.137
C -1.271492 -0.129486 2.528210 1.125 0.204 -0.261
C 0.105896 -0.575080 2.042316 -0.331 -0.141 0.067
C 0.224102 -1.961922 2.195543 0.795 0.357 -1.353
C 1.285846 -2.617378 1.531069 -0.302 -0.603 0.417
C 2.273737 -1.869780 0.882407 -0.114 0.246 -0.062
C 2.209252 -0.467676 0.894351 -0.392 0.237 0.122
C 1.103965 0.180922 1.469172 0.783 -0.025 0.012
H -1.140755 -3.505920 3.047637 -0.205 0.273 0.034
H -2.939013 -1.464310 3.236018 0.145 -0.161 0.127
H -1.090410 0.520453 3.412061 -0.297 -0.465 -0.142
H 1.312645 -3.722710 1.492162 0.098 0.702 0.184
H 3.119315 -2.349148 0.376497 -0.346 0.013 0.278
H 2.994483 0.136517 0.438960 -0.124 -0.231 0.067
H 1.027846 1.268343 1.467303 0.081 -0.274 -0.043
```
Positions in Å, forces in eV/Å.

Output
LUMO (eV): -1.028
Total energy (hartree): -1503.705816
Frontier orbital gap (eV): 4.38
F_max (eV Å⁻¹): 6.9
Energy above the lowest of the compared OMol25 structures with the same formula, charge and spin (kcal per mole): 50.4

natural (NBO) atomic charge list, values in e, 8 entries: F -0.34; C 0.47; F -0.35; S 0.25; N -0.70; C 0.66; O -0.54; C -0.13